Computed, not measured: a molecular structure, C20H48AlF6NO22S8 in a non-equilibrium geometry, with wB97M-V/def2-TZVPD.

ORCA input file:
```
! RIJCOSX wB97M-V def2-TZVPD def2/J DEFGRID3
* xyz 2 1
H -1.092 -6.238 1.309
O 5.306 4.432 -3.414
O -0.797 2.092 2.169
H 3.186 -3.935 2.421
H 3.015 -4.173 4.907
H -1.032 1.563 -4.163
O 1.310 2.338 0.965
C 5.322 -0.698 3.686
F 2.269 -0.241 0.544
H 6.072 -0.799 4.475
O -2.860 1.998 -2.188
C 1.724 -0.742 -0.550
S 0.318 0.375 -1.208
H -4.422 3.137 0.313
F -0.581 3.514 -1.286
H 5.173 0.380 3.632
H 2.690 1.299 2.672
H -3.799 2.981 -3.790
O -3.901 0.606 -0.525
H 0.442 -3.376 -2.193
C -2.254 6.559 2.247
H 3.575 0.705 -3.037
C 4.106 -1.471 4.156
F 1.245 -1.932 -0.250
C 4.511 0.847 -3.585
O 2.968 -1.224 3.326
H 5.714 -1.120 2.763
H -2.812 -0.692 -2.895
H 4.313 0.932 -4.652
O -2.801 4.272 2.528
O 0.576 -0.588 2.976
O -4.811 3.566 3.836
C 2.556 -4.684 2.921
C -0.874 3.599 -0.001
H -2.099 7.525 2.732
H -5.934 3.044 1.136
C -0.491 -5.828 2.118
H 2.893 3.102 -1.325
O 3.183 3.196 -4.052
O -0.335 -0.383 -2.229
H -5.150 -3.243 -3.773
C -5.039 -4.234 -3.318
H 4.289 -2.548 4.165
C 3.083 -5.073 4.289
H 0.340 -6.512 2.280
O -0.623 -3.198 1.753
C -1.994 1.934 -4.515
N -0.618 0.686 0.049
Al -2.325 -0.705 1.764
C 2.330 1.263 3.697
H 3.541 4.711 -1.313
H -1.141 -5.621 2.964
O -3.482 1.914 2.577
C -0.487 -3.576 -2.727
H 5.722 -0.226 -2.211
F -0.335 4.678 0.470
H -5.540 -4.277 -2.353
O 5.130 2.040 -3.048
S -1.744 -3.551 -1.429
S 0.295 -4.290 1.672
O 1.061 1.498 -1.757
S -0.094 2.085 0.916
H -4.491 -1.188 -2.716
H -0.686 -2.788 -3.443
H -2.251 3.586 -3.278
C -4.987 3.582 1.131
H -3.442 -5.368 -2.576
S 4.311 3.422 -3.181
C -2.970 5.567 3.139
H -2.533 1.113 -4.999
H -4.109 -0.078 -4.042
H -1.761 2.527 -5.403
F -2.161 3.539 0.147
H 3.967 -1.302 5.229
H -5.538 -4.911 -4.006
O 1.107 -4.512 0.502
O -1.787 -4.818 -0.769
O 1.253 -4.107 2.967
C -2.812 2.666 -3.455
C 3.813 3.677 -1.496
H -2.789 6.725 1.312
C 5.451 -0.309 -3.267
O 1.501 -0.711 5.289
O -1.651 -2.342 -0.646
C -3.549 -4.422 -3.114
O -3.029 -3.322 -2.356
H -5.153 4.639 0.942
F 2.634 -0.833 -1.494
S -4.113 1.010 -1.902
H 4.127 -5.352 4.180
S 1.679 -0.405 3.896
H -0.508 -4.595 -3.102
H 1.488 1.943 3.816
O -5.279 1.788 -2.220
S -4.057 3.241 2.655
H -1.224 6.267 2.030
H -3.007 -4.529 -4.056
H 4.969 -1.249 -3.511
H 3.121 1.411 4.424
H 6.421 -0.108 -3.724
H 4.529 3.171 -0.853
H 2.485 -5.832 4.789
H 2.651 -5.530 2.227
C -3.842 -0.372 -3.032
H -2.534 5.632 4.138
H -4.037 5.785 3.191
*
```

HOMO level in eV: -14.812
LUMO level in eV: -12.758
HOMO-LUMO gap in Ha: 0.07548